Record 1
{
  "formula": "H24O12",
  "method": "ωB97M-V/def2-TZVPD",
  "total_energy_ev": -24955.4112,
  "gap_ev": 10.886,
  "smiles": "O.O.O.O.O.O.O.O.O.O.O.O",
  "homo_energy_ev": -11.18,
  "total_charge": 0,
  "e_above_lowest_kcal_mol": 144.9,
  "molar_mass_g_mol": 216.2,
  "symbols": ["O", "H", "H", "O", "H", "H", "O", "H", "H", "O", "H", "H", "O", "H", "H", "O", "H", "H", "O", "H", "H", "O", "H", "H", "O", "H", "H", "O", "H", "H", "O", "H", "H", "O", "H", "H"],
  "coordinates": [[0.717793, 0.675666, 4.679702], [1.278601, -0.181257, 4.775527], [0.807667, 0.765598, 3.793623], [0.868455, -0.689566, -3.323587], [0.163098, -1.223758, -2.937288], [0.847609, 0.157552, -3.550112], [-3.485939, -0.021251, -0.646362], [-3.156844, 0.680187, -0.202180], [-3.868720, 0.260177, -1.577569], [2.948434, 0.453352, 1.885729], [3.168446, 0.712044, 0.904228], [3.696732, -0.149827, 1.970856], [0.451882, 3.165356, 1.870910], [0.079648, 3.500122, 2.851908], [1.309906, 2.556483, 1.887395], [-1.953386, -2.499035, -0.867625], [-2.571141, -1.809441, -0.838613], [-2.195146, -2.701629, -1.919917], [-0.366204, -5.179200, -0.223134], [-0.927103, -4.481356, -0.346832], [0.354789, -4.790643, 0.386299], [-1.498369, 2.937879, -2.382670], [-0.964681, 3.781429, -2.540942], [-1.068943, 2.638044, -1.569172], [-3.532825, 0.875576, -3.224725], [-2.868397, 1.091701, -2.587852], [-3.252813, 0.252799, -3.836944], [0.919230, -1.196734, 1.880003], [0.757713, -1.995527, 2.293881], [0.907824, -1.282037, 0.925494], [1.299663, 3.590371, -1.320178], [1.781023, 3.402540, -2.023206], [1.539219, 4.551822, -1.104660], [2.792607, -2.707565, 2.560556], [2.462073, -1.826298, 2.313567], [2.558082, -3.313569, 2.043873]],
  "forces_ev_per_a": [[1.3937, -3.0875, 4.3253], [-1.4955, 2.1797, 0.2821], [0.1081, 0.8788, -4.6912], [1.6172, -6.7195, 1.3428], [-0.1661, 1.4273, -0.2642], [-1.4912, 5.2995, -0.9887], [-2.5999, -3.4263, -4.4947], [1.4663, 3.6899, 2.0714], [0.8603, -0.5601, 2.7032], [1.4833, 0.8991, -3.4041], [-1.0629, -0.2869, 2.5959], [0.0889, -0.1738, 0.7413], [0.5894, -0.2026, 2.9476], [2.2926, -1.9376, -3.8231], [-2.8541, 2.0822, 0.9022], [0.3796, -2.5437, -5.2145], [-1.6301, 2.4296, 1.2358], [1.3900, 0.1178, 4.0241], [4.2784, -1.8580, 2.0953], [-2.5669, 3.0420, -0.5605], [-1.7939, -1.1010, -1.5383], [1.2902, 1.5755, 0.0177], [-1.1865, -1.7003, 0.1657], [0.0119, -0.0048, 0.0024], [-2.3148, 1.6046, 1.2556], [1.3182, 0.4081, -0.2165], [1.2057, -1.7042, -1.5458], [-0.2106, 3.1343, -1.0004], [-1.0456, -2.6439, 0.8896], [-0.2662, -0.2780, -0.0663], [-2.9240, 3.6362, 5.4376], [3.5413, -1.4813, -5.1971], [-0.6061, -2.1813, -0.2614], [3.9699, 7.6286, 7.4938], [-0.0212, -0.6171, -0.3156], [-3.0495, -7.5252, -6.9469]]
}

Record 2
{
  "formula": "H24O12",
  "method": "ωB97M-V/def2-TZVPD",
  "total_energy_ev": -24946.0330,
  "gap_ev": [10.181, 3.205],
  "homo_energy_ev": [-14.11, -14.10],
  "spin_multiplicity": 2,
  "total_charge": 1,
  "e_above_lowest_kcal_mol": 113.7,
  "s_squared": 0.759,
  "molar_mass_g_mol": 216.2,
  "symbols": ["O", "H", "H", "O", "H", "H", "O", "H", "H", "O", "H", "H", "O", "H", "H", "O", "H", "H", "O", "H", "H", "O", "H", "H", "O", "H", "H", "O", "H", "H", "O", "H", "H", "O", "H", "H"],
  "coordinates": [[-0.831207, 0.429616, -5.118052], [-0.637326, -0.399305, -4.582709], [-1.412376, 0.885728, -4.562248], [1.703288, 2.615317, 1.013537], [2.000558, 2.206672, 0.169068], [1.134153, 3.327207, 0.979742], [-0.455560, 2.692765, -0.590387], [-1.014659, 1.932286, -0.455281], [-0.667229, 3.044918, -1.462763], [-1.202563, -3.843265, -1.330063], [-1.429228, -4.729850, -1.412093], [-1.011079, -3.608881, -0.393026], [2.084957, 0.636897, 3.580173], [1.566939, 1.195556, 3.171118], [2.958979, 0.689025, 3.185512], [2.156574, -2.539807, -1.967222], [2.536207, -3.314710, -1.506598], [2.469928, -1.736395, -1.546041], [-2.927028, -2.489218, -0.198187], [-2.643723, -2.960963, -0.927317], [-3.173929, -1.686444, -0.791653], [0.231467, 4.521682, 2.132713], [-0.087571, 4.095690, 2.891325], [-0.194183, 4.022015, 1.400312], [-1.035818, -2.418357, 2.766028], [-0.646577, -3.001269, 2.114977], [-1.987713, -2.457227, 2.399271], [1.474575, -0.374043, -0.949323], [1.495231, -0.316194, 0.028659], [0.763430, -1.229122, -1.040719], [-3.086860, 1.966824, -1.187003], [-3.540219, 2.260075, -0.422160], [-3.079768, 0.999393, -1.050004], [2.165788, -0.954642, 1.776839], [2.963950, -0.545514, 2.087175], [1.415307, -0.622850, 2.293036]],
  "forces_ev_per_a": [[1.7877, -2.8157, 0.1104], [-0.2625, 1.4569, -1.2728], [-1.5468, 1.3563, 1.1533], [3.3420, -4.4892, 0.2969], [-0.7784, 1.2788, 0.5086], [-1.5641, 2.5752, -0.8102], [0.9225, 0.4294, 0.1004], [-0.5827, -0.0214, -0.2030], [-0.2724, -0.0828, 0.1367], [1.5742, 2.7778, 0.5244], [-0.4409, -2.6486, 0.0921], [-0.3571, -0.8354, -1.0260], [4.0069, -4.1974, 4.2333], [-3.9602, 5.0800, -3.3369], [-0.0865, 0.7615, 0.4696], [-0.4654, -0.8210, -0.0254], [-0.1253, 0.3593, -0.0631], [1.1017, 0.5296, -0.0070], [-2.0170, 4.7468, 0.3684], [1.2093, -2.6891, -2.1430], [0.0713, -1.3922, 2.2316], [0.2374, 0.2452, -2.6449], [-0.6740, -0.8186, 1.9571], [-0.4339, 0.8998, 0.6073], [-2.4904, 0.0219, -1.3168], [0.6900, -0.3649, 0.0619], [1.8394, 0.4189, 1.1682], [-3.0533, -3.4314, -0.2086], [0.6231, 0.0901, 0.9344], [2.2023, 3.1821, -0.1251], [0.8108, -1.6669, -0.8466], [-0.8815, 0.8656, 1.2035], [-0.1675, 0.6036, -0.3700], [-1.0575, -1.2097, -2.4012], [0.1035, -0.0518, 0.1555], [0.6955, -0.1428, 0.4867]]
}

Record 3
{
  "formula": "H24O12Xe",
  "method": "ωB97M-V/def2-TZVPD",
  "total_energy_ev": -33921.9430,
  "gap_ev": 9.660,
  "homo_energy_ev": -9.97,
  "total_charge": 0,
  "e_above_lowest_kcal_mol": 30.4,
  "molar_mass_g_mol": 347.5,
  "symbols": ["Xe", "O", "H", "H", "O", "H", "H", "O", "H", "H", "O", "H", "H", "O", "H", "H", "O", "H", "H", "O", "H", "H", "O", "H", "H", "O", "H", "H", "O", "H", "H", "O", "H", "H", "O", "H", "H"],
  "coordinates": [[0.366689, 0.143028, 0.346463], [-0.638771, 2.113232, 3.668569], [-0.086757, 2.475176, 4.361751], [-0.391660, 2.603441, 2.884434], [-2.107764, 1.635968, -2.093453], [-1.770975, 0.746730, -2.203247], [-2.565267, 1.822260, -2.913344], [-0.274991, 3.794713, -1.329954], [-0.214071, 3.683645, -0.381172], [-0.792962, 3.046362, -1.626418], [-0.741375, -2.443645, 3.012026], [-0.153186, -2.721741, 2.309937], [-1.423491, -1.939731, 2.568160], [1.977838, -2.568243, -1.327218], [2.637029, -3.258290, -1.401616], [1.141557, -3.023844, -1.423641], [3.784721, 0.610853, 1.599673], [3.603581, -0.308614, 1.404765], [3.831693, 0.648929, 2.554968], [-0.631794, -0.483805, -3.260726], [-0.433792, -1.125117, -2.578268], [0.200168, -0.037951, -3.419736], [-0.060605, 3.742947, 1.341100], [-0.538689, 4.431036, 1.803923], [0.783439, 3.693690, 1.789869], [1.368239, 1.457616, -3.380867], [1.812242, 1.984715, -2.716596], [2.014765, 1.357772, -4.079614], [-1.243192, -2.886243, -1.529692], [-2.099418, -2.657927, -1.167779], [-1.118254, -3.804381, -1.289599], [-2.857632, -0.779888, 2.203287], [-3.137785, -1.324912, 1.467975], [-3.439472, -0.020376, 2.174420], [1.144964, -3.350293, 1.211889], [1.394658, -3.089780, 0.325315], [0.660320, -4.167333, 1.094415]],
  "forces_ev_per_a": [[-0.0535, 0.0647, 0.0183], [-0.1374, -0.1440, 0.3217], [0.0835, -0.0349, 0.2975], [-0.1439, -0.0429, -0.4980], [-0.4142, 0.5490, 0.5340], [0.5085, -0.4492, -0.4073], [-0.0478, 0.0616, -0.2140], [0.3794, 0.3575, -0.5118], [0.0480, 0.0427, 0.2327], [-0.4090, -0.4427, -0.2986], [-0.2194, -0.3609, 0.3354], [0.5096, 0.0884, -0.1702], [-0.1713, 0.4481, 0.2674], [0.0758, 0.1211, 0.1569], [0.3772, -0.1838, -0.1695], [-0.5026, 0.0776, -0.5326], [0.1172, 0.2664, -0.1486], [-0.1263, -0.2560, -0.0861], [-0.0006, 0.0011, 0.2508], [-0.6232, -0.4047, -0.0499], [0.0243, -0.4189, 0.1448], [0.3891, 0.6278, 0.0940], [-0.0225, -0.2015, 0.5518], [-0.2918, 0.3768, -0.0073], [0.5445, 0.0476, -0.1308], [0.0036, -0.2064, -0.2618], [-0.1144, 0.2488, 0.3919], [0.1848, 0.0111, -0.2402], [0.3878, 0.0052, -0.0845], [-0.2183, 0.1805, 0.0779], [-0.1141, -0.3048, 0.0136], [-0.0435, -0.1450, -0.0721], [-0.2030, -0.0982, -0.2098], [-0.0177, 0.3219, 0.0965], [-0.0796, -0.4172, 0.4201], [0.3891, 0.5949, -0.2874], [-0.0685, -0.3816, 0.1748]]
}